Entry 1:
Computed, not measured: C30H29CoN3O7S7 as an isolated structure, with the ωB97M-V functional and the def2-TZVPD basis.

Positions of all 77 atoms, in Å:
Co: 0.6035 0.8299 0.1252
C: -4.2185 3.9420 -6.2297
C: -3.0857 3.6328 -5.2870
C: -2.5633 4.6144 -4.4534
C: -1.5274 4.3300 -3.5738
C: -1.0078 3.0471 -3.5199
C: -1.5219 2.0512 -4.3399
C: -2.5533 2.3473 -5.2147
S: 0.3545 2.6794 -2.4313
O: 0.9009 3.9716 -2.0824
O: 1.2210 1.7508 -3.1130
N: -0.3612 1.9097 -1.2153
C: -1.3160 2.7760 -0.5039
C: -1.6149 2.1813 0.8550
O: -2.6241 2.4754 1.4650
O: -0.6913 1.3828 1.3092
H: -4.2367 4.9999 -6.4901
H: -5.1806 3.6978 -5.7739
H: -4.1348 3.3627 -7.1495
H: -2.9692 5.6186 -4.4950
H: -1.1091 5.0931 -2.9321
H: -1.0945 1.0586 -4.2949
H: -2.9484 1.5714 -5.8611
H: -2.2528 2.9004 -1.0530
H: -0.8951 3.7682 -0.3097
C: -0.1500 -2.6123 -2.6884
S: -0.3289 -0.8619 -2.3956
C: -1.9464 -0.8997 -1.6438
O: 0.6852 -0.6758 -1.2736
H: -0.1929 -3.1177 -1.7221
H: 0.8208 -2.7625 -3.1540
H: -0.9440 -2.9509 -3.3534
H: -2.6138 -1.4568 -2.3003
H: -2.2818 0.1304 -1.5481
H: -1.8470 -1.3631 -0.6593
C: 2.3487 5.8192 0.6211
S: 0.7610 5.4913 1.4287
C: 1.1593 4.1445 2.4814
C: 1.7007 2.9435 2.1604
S: 2.1190 2.4576 0.5649
S: 1.9875 1.8831 3.5396
C: 1.3737 2.9082 4.7718
S: 1.3517 2.5233 6.3736
S: 0.8043 4.4173 4.1561
H: 2.3208 6.8678 0.3280
H: 2.4654 5.1817 -0.2522
H: 3.1553 5.6660 1.3346
O: 3.4198 -0.0640 1.9030
C: 2.4770 -0.8250 1.8856
N: 2.4962 -2.0783 2.4616
C: 1.3076 -2.8357 2.1812
C: 0.4888 -1.7509 1.4350
O: -0.6491 -1.9656 1.0493
N: 1.2229 -0.6311 1.2982
C: 1.5138 -3.9775 1.1909
C: 2.7269 -4.1665 0.5459
C: 2.8771 -5.1798 -0.3959
C: 1.8104 -6.0060 -0.7076
C: 0.5864 -5.8105 -0.0753
C: 0.4390 -4.8049 0.8648
C: 0.6193 -3.2667 3.4705
C: 0.8551 -4.5215 4.0185
C: 0.2871 -4.8801 5.2343
C: -0.5260 -3.9845 5.9115
C: -0.7609 -2.7265 5.3714
C: -0.1916 -2.3691 4.1598
H: 3.3230 -2.4315 2.9075
H: 3.5570 -3.5068 0.7618
H: 3.8311 -5.3128 -0.8904
H: 1.9251 -6.7912 -1.4442
H: -0.2588 -6.4411 -0.3219
H: -0.5158 -4.6412 1.3461
H: 1.4843 -5.2282 3.4906
H: 0.4817 -5.8608 5.6502
H: -0.9760 -4.2642 6.8557
H: -1.3908 -2.0182 5.8936
H: -0.3825 -1.3854 3.7482

The electronic energy comes out at -163860.96289 eV. The total charge is -1. For the HOMO-LUMO gap (spin up / spin down), the calculation gives 0.225 / 0.258 Ha.

---

Entry 2:
Computed, not measured: CH8N4P as an isolated structure at a distorted geometry, with the ωB97M-V functional and the def2-TZVPD basis.

Positions of all 14 atoms, in Å:
C: -1.2702 0.1148 -0.1131
N: -2.5798 0.0202 0.0565
N: -0.3275 -0.8014 -0.2212
N: 1.9640 0.5058 0.5193
N: -0.6131 1.2510 -0.1853
P: 0.9567 0.3576 -0.7148
H: -3.1297 -0.6600 -0.4554
H: -3.0510 0.8695 0.1503
H: -0.2892 -1.7946 0.1220
H: 2.7267 -1.5970 -0.1070
H: 2.8663 1.0459 0.3473
H: 1.7563 0.6465 1.4851
H: -1.1868 2.1260 -0.4068
H: 2.1771 -2.0842 -0.4770

The electronic energy comes out at -16409.29354 eV. Its energy above the lowest of the compared OMol25 structures with the same formula, charge and spin is 102.7 kJ/mol. The total charge is +1. For the HOMO-LUMO gap, the calculation gives 0.424 Ha.

---

Entry 3:
Computed, not measured: CH2NO2 as an isolated structure at a distorted geometry, with the ωB97M-V functional and the def2-TZVPD basis.

Positions of all 6 atoms, in Å:
C: -1.3240 1.0535 1.5556
N: 0.2425 -0.4053 -1.1907
O: -0.6630 -0.4573 -0.1640
O: -1.4049 0.5513 2.6680
H: 1.0848 -0.9938 -0.8516
H: -0.9011 0.4090 0.7252

The electronic energy comes out at -6650.11251 eV. Its energy above the lowest of the compared OMol25 structures with the same formula, charge and spin is 604.4 kJ/mol. The total charge is -1. For the HOMO-LUMO gap (spin up / spin down), the calculation gives 0.270 / 0.256 Ha.

---

Entry 4:
Computed, not measured: C8H21BINO8Si2 as an isolated structure, with the ωB97M-V functional and the def2-TZVPD basis.

Positions of all 42 atoms, in Å:
C: 0.7733 2.8884 5.3379
B: 0.0207 2.8522 3.9695
O: -0.5034 4.0215 3.4400
Si: -0.1814 1.1018 2.9052
C: -1.6605 1.1815 1.7374
O: -2.2195 -0.1156 1.4373
N: -1.8225 -0.5201 0.1555
O: -2.1839 -1.6056 -0.0686
O: 1.2025 0.7538 2.0613
Si: 1.7258 -0.7339 1.6021
I: 2.6520 -0.5686 -0.6390
C: 2.9782 -1.4274 2.7699
C: 2.3659 -2.0469 4.0418
O: 2.5533 -1.2300 5.1909
H: 1.7926 3.2583 5.1682
H: 0.8599 1.9172 5.8279
H: 0.2993 3.5899 6.0307
H: -1.4090 4.2529 3.6785
H: -0.4673 -0.0217 3.8501
H: -2.4625 1.7499 2.2189
H: -1.4151 1.6848 0.7976
H: 0.5522 -1.6333 1.5150
H: 3.5530 -2.1748 2.2151
H: 3.6960 -0.6591 3.0691
H: 2.8456 -2.9990 4.2640
H: 1.2960 -2.2512 3.9148
H: 1.8409 -0.5817 5.2323
C: -1.9197 -0.5879 -3.2166
C: -1.2585 0.4687 -4.0707
O: -0.3191 -0.1048 -5.0017
C: -0.8566 -0.6420 -6.0926
O: -2.0261 -0.6548 -6.3813
O: 0.1263 -1.1600 -6.8308
C: -0.3107 -1.7947 -8.0366
H: -1.1700 -1.1918 -2.7063
H: -2.5509 -0.1100 -2.4684
H: -2.5428 -1.2429 -3.8244
H: -0.6530 1.1415 -3.4661
H: -1.9908 1.0569 -4.6229
H: -0.9295 -1.1192 -8.6234
H: -0.8784 -2.6950 -7.8068
H: 0.5976 -2.0475 -8.5746

The electronic energy comes out at -51040.20940 eV. The total charge is 0. For the HOMO-LUMO gap, the calculation gives 0.348 Ha.